No. 1
17
Properties=species:S:1:pos:R:3:forces:R:3:lowdin_charge:R:1 method="wB97M-V/def2-TZVPD" fmax_ev_per_a=5.16 charge=+1 gap_ha=0.3851 relative_energy_kcal_mol=46.2
C -0.36046 -0.62800 1.56751 -1.192 1.326 -0.844 -0.015
C -0.62011 -0.29956 0.02975 2.254 -1.313 1.584 -0.339
N -1.84397 0.52747 0.00183 -1.402 1.011 -3.790 0.184
C 0.53923 0.41432 -0.69392 -0.379 0.628 0.918 -0.067
C 1.87591 -0.38562 -0.73482 -1.790 -0.419 4.823 -0.480
O 2.33737 -0.85250 0.31717 -0.720 0.931 -3.740 0.123
O 2.37163 -0.28336 -1.95425 2.147 0.808 0.098 0.118
H -1.38273 -0.91654 1.89498 0.795 -0.311 0.350 0.085
H 0.35607 -1.43553 1.65792 -0.039 0.084 0.207 0.079
H -0.07028 0.28189 2.19090 -0.094 -1.122 -1.026 0.118
H -0.73937 -1.26560 -0.49151 -0.835 0.505 0.225 0.168
H -1.95112 0.86300 -1.04900 -0.046 -0.488 2.577 0.230
H -2.73796 0.06414 0.23086 0.580 -0.282 -0.008 0.182
H -1.82269 1.36024 0.59115 0.468 0.089 0.064 0.173
H 0.34192 0.75630 -1.71814 -0.444 -0.351 0.211 0.125
H 0.71796 1.33295 -0.09592 0.357 -0.314 -0.321 0.142
H 2.98860 0.46640 -1.74452 0.340 -0.781 -1.327 0.175

=====

No. 2
17
Properties=species:S:1:pos:R:3:forces:R:3:lowdin_charge:R:1 method="wB97M-V/def2-TZVPD" fmax_ev_per_a=3.60 charge=+1 gap_ha=0.4596 relative_energy_kcal_mol=12.5
C -1.38288 0.62151 0.31425 0.116 -0.785 -0.603 -0.113
C 0.00776 1.00593 0.78082 0.374 0.883 0.915 -0.148
C 1.11150 -0.02769 0.60302 -0.256 -0.138 0.344 -0.076
C 1.25937 -0.36367 -0.83710 0.559 0.352 0.091 -0.469
O 2.44722 -0.11478 -1.32023 0.369 -0.663 -0.400 0.201
O 0.32501 -0.77888 -1.50161 1.800 -0.291 -1.929 0.130
N -1.47065 -0.85086 -0.04473 -2.351 0.616 2.651 0.171
H -1.53311 1.13251 -0.62914 -0.617 0.062 -0.001 0.134
H -2.13430 0.86174 1.05123 -0.276 0.084 -0.066 0.131
H 0.28974 1.86970 0.17019 0.046 0.123 0.448 0.135
H -0.01900 1.32242 1.84915 0.107 -0.196 -0.807 0.141
H 2.04702 0.34435 0.99533 0.146 0.035 0.104 0.139
H 0.85935 -0.94772 1.13676 0.224 -0.055 0.048 0.140
H 2.57403 -0.55974 -2.18462 -0.183 0.470 0.125 0.172
H -2.38367 -1.07656 -0.43060 -0.027 -0.077 0.015 0.170
H -1.29923 -1.44082 0.76705 -0.333 -0.021 0.087 0.162
H -0.69818 -0.99744 -0.71976 0.301 -0.398 -1.024 -0.019

=====

No. 3
17
Properties=species:S:1:pos:R:3:forces:R:3:lowdin_charge:R:1 method="wB97M-V/def2-TZVPD" fmax_ev_per_a=0.62 charge=+1 gap_ha=0.4231 relative_energy_kcal_mol=22.6
C -0.89991 -2.47907 1.21023 0.238 0.163 -0.054 -0.064
C 0.19242 -1.83214 0.42602 0.042 -0.141 -0.180 -0.120
C 0.38270 -0.53137 0.32436 0.105 -0.031 0.244 -0.093
N 1.51731 0.02278 -0.44983 -0.347 -0.295 0.042 0.196
H -1.40315 -1.76022 1.84622 -0.174 0.050 0.059 0.084
H -1.61324 -2.93287 0.52562 -0.107 -0.064 0.005 0.092
H -0.48704 -3.27199 1.83176 -0.015 -0.030 0.015 0.091
H 0.85613 -2.50632 -0.10914 0.060 0.003 -0.048 0.123
H -0.20367 0.22226 0.82211 -0.040 0.128 0.018 0.116
H 1.77404 -0.63169 -1.19023 0.204 0.098 0.055 0.170
H 1.24289 0.92807 -0.88723 -0.023 0.197 -0.057 0.095
H 2.32013 0.19248 0.15641 0.108 -0.018 -0.084 0.176
O 0.57679 2.38009 -1.55888 0.353 -0.465 -0.081 0.065
C -0.46302 2.86359 -1.21526 -0.558 0.201 0.171 -0.327
O -0.98723 2.61782 -0.01036 0.002 0.371 -0.180 0.102
H -1.06708 3.50296 -1.87037 0.088 0.127 0.059 0.159
H -1.73808 3.21562 0.14858 0.064 -0.293 0.017 0.136

=====

No. 4
17
Properties=species:S:1:pos:R:3:forces:R:3:lowdin_charge:R:1 method="wB97M-V/def2-TZVPD" fmax_ev_per_a=2.56 charge=+1 gap_ha=0.3496 relative_energy_kcal_mol=56.4
C -3.27462 2.01889 1.10307 -0.323 -0.559 0.088 0.060
C -2.69326 1.14736 0.35368 1.116 -0.258 -1.848 -0.214
C 0.72498 -2.57400 -1.14825 0.317 -1.115 -0.721 -0.029
C 1.17319 -1.33673 -0.56974 0.659 0.348 -0.173 -0.153
N 0.54269 -0.29696 -0.18768 1.691 0.760 1.771 0.206
O -2.05969 0.53736 -0.44527 -1.023 0.322 1.378 0.099
O 2.34443 1.50380 0.47707 -0.670 1.696 -0.031 -0.023
H -2.67463 2.81846 1.42485 0.796 0.970 0.326 0.068
H -4.27035 1.98636 1.45343 -0.822 -0.342 0.174 0.072
H -0.32352 -2.84554 -1.37994 0.626 0.657 0.390 0.115
H 1.19137 -3.24779 -0.42068 -0.327 -0.730 -0.192 0.112
H 1.38720 -2.68506 -2.03933 -0.608 -0.201 0.338 0.124
H 2.30403 -1.35071 -0.44682 -1.431 0.582 -0.174 0.175
H -0.47322 -0.15425 0.00472 0.618 -0.437 -0.985 0.111
H 1.27597 0.38735 0.23682 -1.624 -0.377 -0.469 0.086
H 2.97419 1.73175 1.15782 0.666 -0.393 0.473 0.081
H 1.85124 2.35972 0.42626 0.338 -0.922 -0.346 0.110

=====

No. 5
17
Properties=species:S:1:pos:R:3:forces:R:3:mulliken_spin:R:1 method="wB97M-V/def2-TZVPD" fmax_ev_per_a=6.83 multiplicity=2 charge=+2 gap_ha="0.4321 / 0.1841" relative_energy_kcal_mol=73.4
O 1.38079 -1.25368 -1.83851 -1.296 1.986 0.955 0.307
C 0.64766 -0.34476 -1.50907 0.148 -3.095 -3.452 -0.029
C 0.50560 0.23850 -0.22587 4.001 2.236 5.062 0.151
C -0.67413 -0.05503 0.77854 -2.332 -0.528 -0.510 0.021
C -1.92665 -0.39718 -0.09686 0.624 -0.784 0.396 0.037
O -0.86512 1.11487 1.48688 -0.243 1.444 -0.232 0.447
N 1.94054 -0.11947 0.42319 -0.445 3.387 0.297 -0.009
H -0.02219 0.20349 -2.12598 -0.702 0.168 -2.012 0.040
H 0.52777 1.37530 -0.21497 0.106 -1.348 -0.848 0.002
H -0.36678 -0.81671 1.54229 -0.153 0.453 -0.711 0.024
H -2.76841 -0.05992 0.50110 -0.361 0.058 -0.502 0.001
H -1.88027 -0.03651 -1.12908 -0.331 0.698 0.344 0.003
H -2.02609 -1.48025 -0.27750 0.247 0.074 0.548 0.016
H -1.44139 1.90823 1.11178 1.078 -2.237 0.496 -0.011
H 2.59278 0.57006 0.00222 -0.150 -0.106 0.137 0.003
H 2.37729 -0.97271 0.14650 -0.114 -1.675 0.165 -0.003
H 1.99862 0.12577 1.42535 -0.078 -0.731 -0.133 -0.001

=====

No. 6
18
Properties=species:S:1:pos:R:3:forces:R:3:lowdin_charge:R:1 method="wB97M-V/def2-TZVPD" fmax_ev_per_a=4.88 gap_ha=0.3867 relative_energy_kcal_mol=72.0
H -1.01528 -1.31443 -0.51899 -0.893 -0.608 -2.513 0.013
N -0.55029 -1.16840 0.30652 -0.734 -0.264 4.524 0.107
C 0.65106 -0.87769 0.30348 2.989 1.083 -3.703 -0.401
C 1.42043 -0.78779 -1.10332 -1.231 1.049 3.691 -0.002
C 1.50224 -0.45426 1.45734 0.888 -3.494 -0.379 -0.037
C 1.19898 -1.21724 2.77011 2.433 0.406 0.245 -0.544
O 2.11881 -1.37659 3.54095 -0.599 0.054 -0.075 0.085
O -0.00540 -1.67158 3.01208 -1.831 0.106 -2.224 0.102
H 0.69465 -1.09104 -1.78045 -0.654 -0.717 -1.782 0.042
H 2.26620 -1.38142 -0.94362 1.272 -1.223 -0.528 0.057
H 1.75198 0.22365 -1.25995 0.031 0.514 -0.174 0.075
H 1.29668 0.53181 1.56754 -0.777 3.273 0.717 0.090
H 2.61783 -0.47727 1.18372 -1.730 -0.415 0.666 0.160
H -0.56317 -1.58553 2.12879 0.922 -0.039 1.675 0.125
P -1.48533 1.62152 -0.63214 -0.262 0.543 -0.726 0.643
H -2.25430 2.39137 -1.56172 0.518 0.075 0.000 -0.169
H -2.71739 1.31040 -0.05764 -0.178 -0.532 0.439 -0.179
H -1.45440 0.51016 -1.52184 -0.162 0.191 0.147 -0.168

=====

No. 7
18
Properties=species:S:1:pos:R:3:forces:R:3:mulliken_spin:R:1 method="wB97M-V/def2-TZVPD" fmax_ev_per_a=3.80 multiplicity=3 gap_ha="0.2611 / 0.2825" relative_energy_kcal_mol=38.5
C 2.01544 -0.52679 -1.08585 -2.765 -1.660 -0.262 0.012
C 0.93190 0.36406 -0.51547 -0.204 0.587 1.023 0.069
C 0.56427 -0.19790 0.94315 0.448 3.420 -0.947 0.008
C -0.59407 0.51649 1.67583 2.381 0.210 1.928 0.008
N -2.34701 0.43108 0.13386 1.782 -0.017 2.380 0.690
O -2.44908 -0.42735 -2.51921 -1.484 1.197 -2.688 0.295
O -1.88024 0.03750 1.44370 -2.718 0.208 -2.650 0.095
P -1.80206 -0.89317 -1.31471 0.633 -1.868 2.409 0.834
H 2.87295 -0.63777 -0.51533 1.653 0.039 1.319 0.004
H 1.62590 -1.58106 -1.29976 0.414 1.404 0.073 -0.007
H 2.21353 -0.00612 -1.95585 1.117 0.287 -2.309 -0.002
H 1.36771 1.42384 -0.48207 -0.834 -1.256 0.245 0.007
H 0.06489 0.34720 -1.29532 1.388 0.274 1.779 0.032
H 0.30905 -1.17250 0.81491 -0.721 -3.143 -0.289 -0.004
H 1.49521 -0.18464 1.55062 -0.628 0.203 -0.281 -0.004
H -0.46369 0.34856 2.86860 -0.366 0.808 -2.834 0.010
H -0.57498 1.55797 1.32160 0.066 -0.009 0.893 -0.025
H -3.34974 0.60060 0.23133 -0.161 -0.686 0.212 -0.024